Entry from OMol25: a molecular structure, C3H7N2OP at a distorted geometry (ωB97M-V/def2-TZVPD).

```
14
C3H7N2OP | OMol25 | ωB97M-V/def2-TZVPD
C -0.06 1.29 0.20
C 0.94 -0.93 -0.42
C -0.10 -0.16 0.42
N -1.18 1.79 -0.23
N 2.17 -0.21 -0.25
O 3.20 -0.81 -0.42
P -1.77 -0.52 -0.40
H 0.72 1.93 0.52
H 1.19 -1.92 0.06
H 0.45 -1.12 -1.32
H 0.02 -0.45 1.48
H -0.91 2.72 -0.46
H -2.68 0.11 0.58
H -1.98 -1.71 0.22
```

* frontier orbital gap (alpha / beta): 8.8 / 8.8 eV
* E_LUMO (alpha / beta): -0.46 / -0.46 eV
* HOMO (alpha / beta): -9.275 / -9.277 eV
* spin multiplicity: 1
* energy: -17536.2009 eV